(1)
The following is a DFT calculation (ωB97M-V/def2-TZVPD) of a molecular structure, C31H40HgN4O3S.

Values from the calculation:
- HOMO level (alpha / beta): -3.933 / -4.299 eV
- M: 749.343 g/mol
- HOMO-LUMO gap (alpha / beta): 5.806 / 5.549 eV
- Energy relative to the best compared isomer or geometry (same formula, charge and spin): 55.9 kJ/mol

```
! wB97M-V def2-TZVPD RIJCOSX def2/J DEFGRID3
* xyz -1 2
Hg 0.4869 0.6209 0.5489
C -0.6023 -2.9325 3.1144
C -1.5984 -2.2285 2.1928
N -2.0607 -3.0951 1.1119
C -3.1293 -4.0192 1.4601
C -4.5133 -3.5130 1.0655
C -1.6217 -2.8886 -0.1725
C -2.1101 -3.8300 -1.2539
N -0.8021 -1.9440 -0.4465
H -0.0249 -2.1991 3.6787
H 0.0916 -3.5236 2.5179
H -1.1007 -3.5904 3.8319
H -1.1284 -1.3616 1.7397
H -2.4717 -1.8814 2.7545
H -3.0900 -4.1470 2.5420
H -2.9487 -5.0032 1.0282
H -4.6871 -2.5237 1.4925
H -5.2913 -4.1894 1.4274
H -4.6039 -3.4319 -0.0187
H -2.6304 -4.7117 -0.8910
H -1.2478 -4.1538 -1.8354
H -2.7791 -3.2882 -1.9233
H -0.5351 -1.9475 -1.4263
O -1.1950 -1.2700 8.6881
C -0.1135 -0.4748 8.4658
O 0.6085 -0.2187 9.3913
C 0.0619 0.0500 7.0859
C -0.7010 -0.3557 5.9904
C -0.5786 0.2674 4.7635
C 0.2984 1.3481 4.5786
S 0.3561 2.2478 3.0899
C 1.1079 1.7097 5.6722
C 1.0022 1.0617 6.8873
H -1.7064 -1.3523 7.8769
H -1.3966 -1.1879 6.0657
H -1.1750 -0.0608 3.9216
H 1.8110 2.5225 5.5420
H 1.6384 1.3328 7.7204
N -2.9535 6.5560 -2.8835
C -2.7873 5.6092 -2.2543
C -2.5865 4.4026 -1.4801
C -2.0994 4.4652 -0.1824
C -1.9170 3.2768 0.5098
N -2.1757 2.0822 -0.0228
C -2.6457 2.0361 -1.2671
C -2.8825 3.1649 -2.0357
H -1.8610 5.4168 0.2717
H -1.5366 3.2680 1.5270
H -2.8511 1.0471 -1.6636
H -3.2741 3.0859 -3.0405
C 2.5251 1.7022 -3.3820
C 1.4088 0.6767 -3.6140
C 0.0937 1.1683 -2.9971
C 1.7585 -0.7184 -3.1180
C 1.5444 -1.7905 -3.9777
C 1.8329 -3.0975 -3.6103
C 2.4123 -3.3140 -2.3660
C 2.6460 -2.2799 -1.4689
C 3.3086 -2.6182 -0.1426
C 4.5452 -1.7559 0.1317
C 2.3317 -2.5344 1.0320
C 2.2598 -0.9463 -1.8010
O 2.3756 0.0366 -0.9423
H 2.2341 2.6747 -3.7933
H 3.4454 1.3817 -3.8763
H 2.7233 1.8049 -2.3175
H 1.2624 0.5993 -4.6962
H 0.2173 1.3097 -1.9217
H -0.7048 0.4377 -3.1545
H -0.2155 2.1214 -3.4385
H 1.1400 -1.5913 -4.9674
H 1.6279 -3.9222 -4.2827
H 2.7052 -4.3225 -2.0858
H 3.6380 -3.6599 -0.2172
H 4.2606 -0.7063 0.1767
H 5.2883 -1.8820 -0.6596
H 5.0029 -2.0409 1.0844
H 2.0391 -1.4990 1.2079
H 2.7992 -2.9184 1.9451
H 1.4261 -3.1073 0.8274
*
```

Mulliken population analysis, charges in e, atoms 1 to 5: 0.9402 -1.1701 -0.0120 0.4527 -1.0177


(2)
The following is a DFT calculation (ωB97M-V/def2-TZVPD) of a molecular structure, C3H4O3.

Values from the calculation:
- HOMO level: -10.227 eV
- M: 88.062 g/mol
- HOMO-LUMO gap: 11.111 eV
- Energy relative to the best compared isomer or geometry (same formula, charge and spin): 361.0 kJ/mol

```
! wB97M-V def2-TZVPD RIJCOSX def2/J DEFGRID3
* xyz 0 1
O -0.6639 -1.2154 -0.4720
C -0.0036 -0.2536 -1.0109
C -0.0535 1.0907 -0.4336
O 0.9111 0.2998 0.2956
C -0.0767 -0.8017 1.1575
O -0.8482 -0.3313 1.9191
H 0.6047 -0.4343 -1.9023
H 0.4338 1.9039 -0.9662
H -0.9208 1.3785 0.1603
H 0.6172 -1.6366 1.2525
*
```

natural (NBO) population analysis, charges in e, atoms 1 to 5: -0.6173 0.4200 -0.1716 -0.5044 0.6593


(3)
The following is a DFT calculation (ωB97M-V/def2-TZVPD) of a single C5H11N2O2P molecule.

Values from the calculation:
- HOMO level: -9.315 eV
- M: 162.129 g/mol
- HOMO-LUMO gap: 10.281 eV
- Energy relative to the best compared isomer or geometry (same formula, charge and spin): 104.5 kJ/mol

```
! wB97M-V def2-TZVPD RIJCOSX def2/J DEFGRID3
* xyz 0 1
C -2.4871 0.3474 -0.0684
C -2.2555 -1.0935 -0.3345
C 2.7464 -0.6534 0.0253
C 2.0844 -1.9441 0.1649
C -0.0397 2.3781 -0.3069
N -1.2477 -0.1332 -0.6013
N 1.3463 -0.8283 -0.3222
O 0.0955 -0.6476 1.9771
O 0.4801 1.5377 0.6943
P 0.2384 -0.0447 0.6512
H -3.1227 0.8406 -0.7214
H -2.6184 0.7695 0.9002
H -2.2881 -1.7282 0.5534
H -2.7489 -1.4744 -1.1648
H 2.9887 0.0292 0.7721
H 3.1063 -0.3423 -0.9373
H 2.1789 -2.7681 -0.5779
H 2.1529 -2.3390 1.1694
H -0.0236 2.0954 -1.3248
H 0.4577 3.3048 -0.3244
H -1.0440 2.6941 -0.2240
*
```

natural (NBO) population analysis, charges in e, atoms 1 to 5: -0.2748 -0.2520 -0.2533 -0.2311 -0.2603


(4)
The following is a DFT calculation (ωB97M-V/def2-TZVPD) of 8 unconnected molecules or ions with the total composition C12H43BO13.

Values from the calculation:
- HOMO level (alpha / beta): -11.920 / -11.914 eV
- M: 406.275 g/mol
- HOMO-LUMO gap (alpha / beta): 8.075 / 2.212 eV
- Energy relative to the best compared isomer or geometry (same formula, charge and spin): 103.5 kJ/mol

```
! wB97M-V def2-TZVPD RIJCOSX def2/J DEFGRID3
* xyz 1 2
O 4.3856 19.2976 -14.1158
H 4.3214 19.8878 -14.8703
H 3.8570 19.7358 -13.4449
H 5.2450 19.0822 -13.7462
B 2.3824 20.7005 -13.2059
H 3.3250 21.2086 -13.0735
H 1.5009 21.2611 -12.9357
H 2.2386 20.3491 -14.2159
H 2.6068 19.9126 -12.5036
C 2.8382 22.7975 -10.2274
C 1.4442 22.5123 -9.6200
O 1.0261 23.4533 -8.6323
O 3.4900 21.5651 -10.6924
H 3.5101 23.3242 -9.5498
H 2.8096 23.4630 -11.0902
H 1.3856 21.5924 -9.0382
H 0.6836 22.4208 -10.3953
H 0.3617 23.9637 -9.1009
H 3.1585 21.2289 -11.5282
C 1.5812 17.5655 -15.0807
C 0.4397 16.5254 -15.1279
O 0.2801 15.9439 -16.3927
O 2.7162 16.8381 -14.8694
H 1.4310 18.2281 -14.2284
H 1.6369 18.2443 -15.9317
H -0.4902 17.0684 -14.9591
H 0.5716 15.7398 -14.3839
H -0.4688 16.4012 -16.7821
H 2.5360 15.9764 -15.2521
C 6.5732 22.9307 -11.1909
C 7.8385 23.1582 -11.9636
O 9.0337 23.2067 -11.1530
O 5.4315 22.6483 -11.9628
H 6.4128 23.7021 -10.4377
H 6.6908 22.0409 -10.5725
H 7.7352 24.0890 -12.5211
H 8.0848 22.3709 -12.6761
H 9.0103 24.1267 -10.8801
H 4.7768 22.3344 -11.3348
C -1.1608 19.6948 -11.8118
C -2.5072 19.0458 -12.2684
O -2.3869 17.6154 -12.3835
O -0.2263 19.4972 -12.8990
H -0.6804 19.1537 -10.9966
H -1.4659 20.6813 -11.4625
H -2.6546 19.4410 -13.2734
H -3.4100 19.2418 -11.6898
H -1.4574 17.4815 -12.5828
H 0.4322 20.1929 -12.9614
C 2.1995 23.0053 -15.9844
C 1.5853 24.1106 -16.8420
O 1.6112 25.3499 -16.1224
O 1.5191 23.0056 -14.6965
H 3.2158 23.2792 -15.7012
H 2.2418 22.0135 -16.4346
H 0.5567 23.9040 -17.1379
H 2.0853 24.2307 -17.8031
H 1.2081 25.2076 -15.2628
H 1.8066 22.2246 -14.2178
C 1.3900 16.2745 -11.2752
C 2.6317 16.7336 -10.4929
O 2.8627 16.4465 -9.1363
O 1.4138 14.8761 -11.0819
H 1.5937 16.3641 -12.3422
H 0.4408 16.7992 -11.1665
H 2.6699 17.8209 -10.5597
H 3.4538 16.4059 -11.1292
H 3.7971 16.5867 -8.9664
H 1.2147 14.5827 -10.1898
*
```

natural (NBO) population analysis, charges in e, atoms 1 to 5: -0.7613 0.5696 0.5806 0.5529 -0.9763